one | Formula: C5H14
Source: the Open Molecules 2025 dataset
Level of theory: ωB97M-V/def2-TZVPD

Each line ends with the Löwdin charge.
CARTESIAN COORDINATES (ANGSTROEM)
C1 1.648 1.059 0.388  -0.139
C2 1.739 -0.179 -0.494  -0.329
C3 2.522 -0.042 -1.808  -0.147
H1 2.022 2.067 -0.062  0.090
H2 2.481 1.065 1.180  0.091
H3 0.632 1.292 0.655  0.042
H4 1.979 -1.059 0.093  0.088
H5 0.698 -0.467 -0.875  0.100
H6 1.947 -0.026 -2.764  0.061
H7 3.074 0.849 -1.913  0.025
H8 3.263 -0.953 -2.170  0.117
C4 -2.485 -0.718 0.338  -0.204
C5 -3.227 -0.169 1.626  -0.191
H9 -1.990 0.181 -0.173  0.061
H10 -1.632 -1.432 0.468  0.052
H11 -3.200 -1.161 -0.435  0.071
H12 -4.251 0.142 1.267  0.054
H13 -2.877 0.848 2.002  0.065
H14 -3.328 -1.046 2.425  0.094

Structure (SMILES): CCC.CC
HOMO level: -10.74 eV
LUMO: 1.0636 eV
Frontier orbital gap: 11.802 eV

two | Formula: C5H14
Source: the Open Molecules 2025 dataset
Level of theory: ωB97M-V/def2-TZVPD

Each line ends with the Löwdin charge.
CARTESIAN COORDINATES (ANGSTROEM)
C1 1.838 1.412 -1.104  -0.134
C2 1.920 0.749 0.263  -0.311
C3 0.862 1.143 1.305  -0.121
H1 0.832 1.447 -1.538  0.064
H2 2.470 0.844 -1.784  0.066
H3 1.988 2.500 -1.094  0.071
H4 1.863 -0.329 0.090  0.094
H5 2.896 0.964 0.692  0.092
H6 1.362 1.079 2.296  0.069
H7 0.400 2.127 1.289  0.069
H8 0.126 0.387 1.552  0.039
C4 -1.501 -1.914 -0.013  -0.190
C5 -2.642 -1.084 -0.512  -0.172
H9 -0.838 -2.350 -0.782  0.066
H10 -0.683 -1.579 0.630  0.041
H11 -1.882 -2.790 0.532  0.066
H12 -2.332 -0.134 -0.947  0.060
H13 -3.337 -0.901 0.322  0.067
H14 -3.341 -1.568 -1.196  0.064

Structure (SMILES): CCC.CC
HOMO level: -11.05 eV
LUMO: 1.1189 eV
Frontier orbital gap: 12.168 eV

three | Formula: C5H14
Source: the Open Molecules 2025 dataset
Level of theory: ωB97M-V/def2-TZVPD

Each line ends with the Löwdin charge.
CARTESIAN COORDINATES (ANGSTROEM)
C1 0.818 0.460 1.294  -0.123
C2 -0.195 1.494 0.843  -0.313
C3 -0.703 2.362 2.027  -0.118
H1 1.770 0.926 1.564  0.079
H2 1.068 -0.297 0.569  0.023
H3 0.380 -0.012 2.177  0.078
H4 0.159 2.263 0.146  0.094
H5 -1.007 1.054 0.255  0.088
H6 -0.179 2.102 2.947  0.062
H7 -0.473 3.420 1.874  0.062
H8 -1.785 2.302 2.131  0.063
C4 0.099 -2.735 -2.247  -0.160
C5 -0.004 -1.278 -1.747  -0.166
H9 -0.397 -2.808 -3.214  0.057
H10 1.120 -3.096 -2.239  0.060
H11 -0.552 -3.331 -1.600  0.061
H12 0.444 -0.595 -2.462  0.067
H13 -1.038 -0.991 -1.541  0.065
H14 0.475 -1.240 -0.775  0.022

Structure (SMILES): CCC.CC
HOMO level: -11.06 eV
LUMO: 1.1446 eV
Frontier orbital gap: 12.210 eV

Last place for stability: one

one | Formula: C5H14
Source: the Open Molecules 2025 dataset
Level of theory: ωB97M-V/def2-TZVPD

Each line ends with the Löwdin charge.
CARTESIAN COORDINATES (ANGSTROEM)
C1 1.056 -2.257 -1.058  -0.113
C2 0.765 -1.156 0.011  -0.317
C3 1.913 -0.238 0.376  -0.124
H1 1.934 -2.868 -0.803  0.064
H2 1.277 -1.755 -1.996  0.068
H3 0.240 -2.977 -1.080  0.063
H4 0.134 -0.558 -0.643  0.059
H5 0.258 -1.495 0.908  0.101
H6 2.665 0.041 -0.374  0.074
H7 1.453 0.721 0.635  0.056
H8 2.521 -0.670 1.169  0.068
C4 -2.002 0.964 0.045  -0.163
C5 -1.584 2.301 0.706  -0.157
H9 -3.081 1.068 -0.034  0.059
H10 -1.505 0.866 -0.916  0.055
H11 -1.731 0.054 0.577  0.046
H12 -1.952 3.099 0.067  0.059
H13 -1.867 2.494 1.733  0.058
H14 -0.492 2.366 0.678  0.045

Structure (SMILES): CCC.CC
HOMO level: -10.97 eV
LUMO: 1.1161 eV
Frontier orbital gap: 12.084 eV

two | Formula: C5H14
Source: the Open Molecules 2025 dataset
Level of theory: ωB97M-V/def2-TZVPD

Each line ends with the Löwdin charge.
CARTESIAN COORDINATES (ANGSTROEM)
C1 -0.691 -0.835 -2.424  -0.110
C2 -0.927 -1.871 -1.291  -0.298
C3 -0.250 -1.434 0.011  -0.131
H1 0.119 -0.151 -2.177  0.055
H2 -1.591 -0.255 -2.618  0.063
H3 -0.438 -1.368 -3.344  0.063
H4 -2.002 -1.837 -1.100  0.092
H5 -0.674 -2.893 -1.544  0.090
H6 0.753 -1.050 -0.164  0.066
H7 -0.835 -0.615 0.435  0.067
H8 -0.280 -2.213 0.717  0.049
C4 0.340 1.692 2.255  -0.170
C5 1.300 1.970 1.111  -0.177
H9 0.261 0.605 2.352  0.051
H10 0.762 2.054 3.186  0.059
H11 -0.661 2.099 2.138  0.062
H12 1.028 1.568 0.136  0.045
H13 2.269 1.506 1.323  0.066
H14 1.515 3.028 0.997  0.057

Structure (SMILES): CCC.CC
HOMO level: -11.31 eV
LUMO: 1.1558 eV
Frontier orbital gap: 12.466 eV

Last place for stability: one

one | Formula: C5H14
Source: the Open Molecules 2025 dataset
Level of theory: ωB97M-V/def2-TZVPD

Each line ends with the Löwdin charge.
CARTESIAN COORDINATES (ANGSTROEM)
C1 -1.585 0.190 -1.940  -0.109
C2 -1.355 0.702 -0.468  -0.289
C3 -2.709 0.656 0.216  -0.148
H1 -2.609 0.416 -2.233  0.062
H2 -0.964 0.752 -2.638  0.060
H3 -1.410 -0.872 -1.983  0.060
H4 -0.655 0.195 0.193  0.067
H5 -0.942 1.691 -0.667  0.092
H6 -3.362 -0.158 -0.110  0.068
H7 -2.730 0.588 1.306  0.064
H8 -3.298 1.544 -0.050  0.073
C4 2.013 -0.901 1.234  -0.181
C5 3.433 -0.593 0.840  -0.172
H9 1.496 -1.683 0.667  0.065
H10 1.836 -1.119 2.284  0.062
H11 1.325 -0.068 1.029  0.042
H12 3.606 0.403 0.408  0.064
H13 3.917 -1.265 0.142  0.059
H14 3.996 -0.478 1.770  0.062

Structure (SMILES): CCC.CC
HOMO level: -10.95 eV
LUMO: 1.0919 eV
Frontier orbital gap: 12.037 eV

two | Formula: C5H14
Source: the Open Molecules 2025 dataset
Level of theory: ωB97M-V/def2-TZVPD

Each line ends with the Löwdin charge.
CARTESIAN COORDINATES (ANGSTROEM)
C1 -0.655 -0.653 -1.704  -0.110
C2 0.850 -0.874 -1.605  -0.323
C3 1.651 0.231 -0.907  -0.115
H1 -0.864 0.169 -2.370  0.063
H2 -1.085 -1.500 -2.239  0.072
H3 -1.061 -0.358 -0.741  0.045
H4 1.014 -1.808 -1.053  0.096
H5 1.332 -1.071 -2.568  0.097
H6 1.187 0.422 0.053  0.035
H7 2.693 -0.072 -0.800  0.068
H8 1.752 1.120 -1.533  0.071
C4 -0.905 1.306 1.856  -0.173
C5 -0.796 -0.196 1.971  -0.184
H9 -1.816 1.609 2.378  0.063
H10 -0.101 1.824 2.357  0.061
H11 -0.959 1.771 0.871  0.061
H12 0.117 -0.579 1.501  0.046
H13 -1.576 -0.817 1.524  0.063
H14 -0.779 -0.523 3.011  0.066

Structure (SMILES): CCC.CC
HOMO level: -11.22 eV
LUMO: 1.1906 eV
Frontier orbital gap: 12.411 eV

three | Formula: C5H14
Source: the Open Molecules 2025 dataset
Level of theory: ωB97M-V/def2-TZVPD

Each line ends with the Löwdin charge.
CARTESIAN COORDINATES (ANGSTROEM)
C1 0.620 -1.010 2.370  -0.113
C2 0.347 0.386 1.753  -0.313
C3 -1.134 0.561 1.513  -0.154
H1 -0.065 -1.704 1.886  0.063
H2 0.565 -1.073 3.454  0.066
H3 1.652 -1.294 2.153  0.063
H4 0.607 1.129 2.521  0.097
H5 0.991 0.593 0.908  0.077
H6 -1.554 -0.272 0.923  0.061
H7 -1.730 0.455 2.421  0.072
H8 -1.501 1.439 0.981  0.067
C4 -0.110 0.326 -1.912  -0.160
C5 0.463 -0.198 -3.295  -0.143
H9 -0.405 -0.521 -1.305  0.049
H10 0.596 1.019 -1.460  0.051
H11 -0.954 0.984 -2.120  0.057
H12 1.518 0.045 -3.309  0.054
H13 -0.064 0.366 -4.058  0.050
H14 0.157 -1.230 -3.425  0.055

Structure (SMILES): CCC.CC
HOMO level: -11.17 eV
LUMO: 1.1451 eV
Frontier orbital gap: 12.315 eV

Last place for stability: one